w:
C2H8NO3P in the gas phase. Source: the OMol25 dataset; level of theory: ωB97M-V/def2-TZVPD.

CARTESIAN COORDINATES (ANGSTROEM)
1 C -0.96 -1.87 0.72
2 C -0.15 1.84 -0.15
3 N 0.26 -1.14 0.99
4 O 2.40 0.32 0.77
5 O 1.79 -1.04 -1.41
6 O 0.58 0.91 -0.82
7 P 1.15 -0.34 0.01
8 H -0.86 -2.91 0.67
9 H -1.55 -1.43 -0.08
10 H -1.69 -1.81 1.62
11 H -0.42 2.63 -0.89
12 H 0.47 2.29 0.58
13 H -1.00 1.28 0.37
14 H 2.32 0.00 1.74
15 H 2.67 -0.77 -1.68

Computed properties:
Spin multiplicity ... 1
Charge ... 0
Orbital gap ... 0.3642 Ha

***

x:
2 unconnected molecules or ions with the total composition C2H8NO3P. Source: the OMol25 dataset; level of theory: ωB97M-V/def2-TZVPD.

CARTESIAN COORDINATES (ANGSTROEM)
1 C -0.91 0.55 1.47
2 C 1.22 0.63 -1.53
3 N -0.96 -1.34 -1.44
4 O 0.47 -2.54 0.49
5 O -0.11 1.44 2.20
6 O 1.43 -0.47 -0.66
7 P 0.20 -1.41 -0.42
8 H -1.55 1.19 0.79
9 H -1.71 0.18 2.01
10 H -0.17 -0.12 0.97
11 H 0.13 0.64 -2.02
12 H 1.94 0.43 -2.45
13 H 1.38 1.69 -1.10
14 H -1.57 -2.13 -1.38
15 H 0.19 1.25 3.08

Computed properties:
Spin multiplicity ... 1
Charge ... 0
Orbital gap (spin up / spin down) ... 0.3958 / 0.3958 Ha

***

Which one sits at the bottom of the stability order? x does.

***

w:
C6H5N3O3 in the gas phase. Source: the OMol25 dataset; level of theory: ωB97M-V/def2-TZVPD.

CARTESIAN COORDINATES (ANGSTROEM)
1 C -0.99 -0.80 -0.90
2 C 0.11 -1.46 -0.32
3 C -2.06 0.77 -2.45
4 C 2.28 -2.07 -1.41
5 C -0.93 0.29 -1.85
6 C 1.50 -1.31 -0.65
7 N -2.15 -1.25 -0.32
8 N -0.42 -2.35 0.51
9 N 2.08 -0.13 -0.01
10 O 1.34 0.56 0.68
11 O 3.19 0.20 -0.26
12 O -1.71 -2.13 0.59
13 H -1.96 1.42 -3.27
14 H -2.97 0.20 -2.25
15 H 3.23 -1.74 -1.52
16 H 1.93 -2.79 -2.01
17 H -0.09 0.86 -1.92

Computed properties:
Spin multiplicity ... 1
Charge ... 0
Orbital gap ... 0.3228 Ha

***

x:
C6H5N3O3 in the gas phase. Source: the OMol25 dataset; level of theory: ωB97M-V/def2-TZVPD.

CARTESIAN COORDINATES (ANGSTROEM)
1 C 2.18 0.06 -0.29
2 C 0.75 -0.02 -0.36
3 C -0.06 1.25 -0.29
4 C -1.42 1.14 -0.08
5 C -1.80 -0.19 -0.19
6 C -1.15 -1.42 -0.31
7 H 5.29 -0.73 0.29
8 H 2.59 1.15 0.05
9 H 0.47 2.29 0.18
10 H -2.05 2.12 0.17
11 H -1.60 -2.42 -0.18
12 N 3.15 -0.90 0.12
13 N 0.21 -1.24 -0.25
14 N -3.19 -0.26 -0.02
15 O 4.35 -0.06 0.49
16 O -4.01 0.67 0.33
17 O -3.71 -1.44 0.35

Computed properties:
Spin multiplicity ... 1
Charge ... 0
Orbital gap ... 0.2766 Ha

***

Which one sits at the bottom of the stability order? x does.

***

w:
A molecular structure, C2H4NOP. Source: the OMol25 dataset; level of theory: ωB97M-V/def2-TZVPD.

CARTESIAN COORDINATES (ANGSTROEM)
1 C 0.18 -0.07 -1.26
2 C 0.87 -1.11 -0.87
3 N -0.48 0.98 -1.11
4 O 0.03 -0.21 1.22
5 P -0.70 0.99 0.71
6 H 0.37 -1.96 -0.55
7 H 1.86 -1.33 -0.80
8 H -2.03 0.80 0.64
9 H -0.35 2.15 1.19

Computed properties:
Spin multiplicity ... 1
Charge ... 0
Orbital gap ... 0.3652 Ha

***

x:
2 unconnected molecules or ions with the total composition C2H4NOP. Source: the OMol25 dataset; level of theory: ωB97M-V/def2-TZVPD.

CARTESIAN COORDINATES (ANGSTROEM)
1 C 0.12 -0.73 -0.25
2 C 0.13 -2.03 0.05
3 N 0.19 0.43 -0.54
4 O 0.20 3.57 -0.60
5 P 0.40 2.49 -1.82
6 H -0.86 -2.46 0.06
7 H 1.17 -2.36 0.22
8 H 0.15 1.17 0.19
9 H -0.55 4.17 -0.50

Computed properties:
Spin multiplicity ... 1
Charge ... 0
Orbital gap (spin up / spin down) ... 0.2512 / 0.2516 Ha

***

Which one sits at the bottom of the stability order? x does.

***

w:
3 unconnected molecules or ions with the total composition HIN3P. Source: the OMol25 dataset; level of theory: ωB97M-V/def2-TZVPD.

CARTESIAN COORDINATES (ANGSTROEM)
1 N 4.39 -0.71 1.52
2 N 3.64 0.09 1.44
3 N 4.19 1.72 -0.08
4 P 3.20 1.94 -1.13
5 I -0.27 1.56 0.05
6 H -0.83 0.09 0.12

Computed properties:
Spin multiplicity ... 1
Charge ... 0
Orbital gap ... 0.3701 Ha

***

x:
HIN3P in the gas phase. Source: the OMol25 dataset; level of theory: ωB97M-V/def2-TZVPD.

CARTESIAN COORDINATES (ANGSTROEM)
1 N -1.60 0.38 0.50
2 N -0.73 -0.23 -0.19
3 N 0.13 -0.99 0.19
4 P 1.82 -1.14 -0.14
5 I 2.55 1.19 -0.14
6 H -2.17 0.80 -0.22

Computed properties:
Spin multiplicity ... 1
Charge ... 0
Orbital gap (spin up / spin down) ... 0.2670 / 0.2700 Ha

***

Which one sits at the bottom of the stability order? x does.